CH6OSi | ωB97M-V/def2-TZVPD

Spin multiplicity: 1
E_LUMO: 0.87 eV
SMILES: C[SiH2]O
Net charge: 0
Kohn-Sham gap: 11.32 eV
Relative energy (zero: lowest compared OMol25 entry of this formula, charge and spin): 29.8 kJ/mol

Bonds (Å) are listed after each position.
Atoms and positions in Å:
1 C 0.677 -0.200 -0.803  Si3 1.962, H4 1.090, H5 1.056, H8 1.138
2 O -0.536 1.245 1.031  Si3 1.607, H6 0.925
3 Si -0.759 -0.267 0.533  C1 1.962, O2 1.607, H7 1.384, H9 1.496
4 H 0.986 0.840 -0.901  C1 1.090
5 H 0.499 -0.642 -1.745  C1 1.056
6 H 0.310 1.596 0.904  O2 0.925
7 H -1.944 -0.369 -0.174  Si3 1.384
8 H 1.531 -0.756 -0.297  C1 1.138
9 H -0.765 -1.447 1.451  Si3 1.496

***

CH6P2 | ωB97M-V/def2-TZVPD

Spin multiplicity: 1
E_LUMO: 0.99 eV
SMILES: C[PH]#[PH2]
Net charge: 0
Kohn-Sham gap: 10.07 eV
Relative energy (zero: lowest compared OMol25 entry of this formula, charge and spin): 0.0 kJ/mol

Bonds (Å) are listed after each position.
Atoms and positions in Å:
1 C 0.446 -1.327 0.626  P3 2.041, H4 1.084, H5 1.083, H6 1.079
2 P -0.376 1.808 0.228  P3 2.171, H7 1.396, H8 1.399
3 P -0.899 -0.199 -0.417  C1 2.041, P2 2.171, H9 1.406
4 H 0.013 -1.478 1.608  C1 1.084
5 H 1.378 -0.780 0.697  C1 1.083
6 H 0.562 -2.263 0.102  C1 1.079
7 H 0.472 2.135 -0.832  P2 1.396
8 H -1.494 2.322 -0.437  P2 1.399
9 H -0.103 -0.217 -1.576  P3 1.406

***

CH6P2 | ωB97M-V/def2-TZVPD

Spin multiplicity: 1
E_LUMO: -0.42 eV
Net charge: 0
Kohn-Sham gap: 7.92 eV
Relative energy (zero: lowest compared OMol25 entry of this formula, charge and spin): 303.1 kJ/mol

Bonds (Å) are listed after each position.
Atoms and positions in Å:
1 C 0.908 -0.930 0.401  P3 1.861, H4 1.021, H5 1.101, H6 1.097
2 P -1.556 0.552 -0.429  P3 2.090, H7 1.274, H8 1.463
3 P 0.514 0.511 -0.709  C1 1.861, P2 2.090
4 H 0.216 -1.581 0.026  C1 1.021
5 H 0.738 -0.410 1.356  C1 1.101
6 H 1.967 -1.210 0.335  C1 1.097
7 H -1.558 1.462 -1.321  P2 1.274
8 H -1.547 -0.541 -1.401  P2 1.463
9 H 0.470 2.523 0.258  no bonds

***

CH6P2S | ωB97M-V/def2-TZVPD

Spin multiplicity: 1
E_LUMO: 0.49 eV
SMILES: C=[PH2]PS
Net charge: 0
Kohn-Sham gap: 8.16 eV
Relative energy (zero: lowest compared OMol25 entry of this formula, charge and spin): 227.8 kJ/mol

Bonds (Å) are listed after each position.
Atoms and positions in Å:
1 C -1.550 1.286 -0.625  P2 1.766, H6 1.146, H7 1.092
2 P -0.272 0.680 0.433  C1 1.766, P3 2.311, H5 1.268, H8 1.458
3 P 1.650 -0.602 0.374  P2 2.311, S4 2.089, H9 1.456
4 S 0.802 -2.438 -0.147  P3 2.089, H10 1.243
5 H 0.098 1.733 1.036  P2 1.268
6 H -1.849 0.410 -1.300  C1 1.146
7 H -1.112 2.072 -1.244  C1 1.092
8 H -0.898 -0.140 1.463  P2 1.458
9 H 1.992 -0.284 -1.006  P3 1.456
10 H 1.138 -2.717 1.016  S4 1.243

***

| no. | largest force on an atom (eV Å⁻¹) |
| --- | --- |
| 1 | 3.238 |
| 2 | 2.567 |
| 3 | 4.693 |
| 4 | 4.612 |